1.
{"formula": "C52H49NO2S", "method": "wB97M-V/def2-TZVPD", "elements": ["C", "C", "C", "C", "S", "C", "C", "C", "C", "C", "O", "N", "C", "O", "H", "H", "H", "H", "H", "H", "H", "C", "C", "C", "C", "C", "C", "H", "H", "H", "H", "H", "H", "C", "C", "C", "C", "C", "C", "H", "H", "H", "H", "H", "H", "C", "C", "C", "C", "C", "C", "H", "H", "H", "H", "H", "H", "C", "C", "C", "C", "C", "C", "H", "H", "H", "H", "H", "H", "C", "C", "C", "C", "C", "C", "H", "H", "H", "H", "H", "H", "C", "C", "C", "C", "C", "C", "H", "H", "H", "H", "H", "H", "C", "C", "C", "C", "C", "C", "H", "H", "H", "H", "H", "H"], "xyz": [[-6.039, 5.486, 6.037], [-5.469, 5.909, 4.856], [-5.442, 4.835, 3.723], [-6.268, 4.907, 2.506], [-7.372, 6.349, 2.326], [-6.224, 3.848, 1.479], [-5.349, 2.678, 1.676], [-4.546, 2.668, 2.875], [-4.559, 3.699, 3.931], [-3.564, 3.326, 5.076], [-3.521, 3.674, 6.208], [-2.688, 2.358, 4.397], [-3.523, 1.633, 3.436], [-3.468, 0.472, 3.164], [-7.002, 4.923, 5.915], [-5.568, 5.637, 7.034], [-5.026, 6.918, 4.711], [-6.611, 7.374, 1.790], [-6.865, 3.941, 0.568], [-5.273, 1.843, 0.950], [-1.993, 2.881, 3.848], [-1.972, 1.358, -0.281], [-1.367, 1.622, -1.504], [-0.162, 1.010, -1.829], [0.439, 0.138, -0.930], [-0.161, -0.118, 0.297], [-1.368, 0.490, 0.622], [-2.915, 1.831, -0.029], [-1.835, 2.304, -2.204], [0.308, 1.213, -2.785], [1.378, -0.341, -1.185], [0.311, -0.794, 1.001], [-1.837, 0.289, 1.577], [-6.180, 4.234, -2.207], [-6.747, 5.491, -2.034], [-7.453, 6.083, -3.073], [-7.589, 5.420, -4.287], [-7.015, 4.167, -4.462], [-6.311, 3.573, -3.422], [-5.634, 3.769, -1.393], [-6.638, 6.009, -1.087], [-7.898, 7.062, -2.937], [-8.142, 5.881, -5.097], [-7.116, 3.652, -5.411], [-5.865, 2.594, -3.558], [-10.260, 2.185, -7.725], [-9.774, 2.603, -6.492], [-9.814, 1.744, -5.401], [-10.346, 0.467, -5.542], [-10.840, 0.053, -6.772], [-10.796, 0.911, -7.864], [-10.222, 2.853, -8.578], [-9.361, 3.600, -6.382], [-9.432, 2.069, -4.440], [-10.376, -0.204, -4.692], [-11.260, -0.940, -6.881], [-11.180, 0.587, -8.825], [4.397, 0.780, -2.167], [4.579, 0.334, -0.864], [5.801, -0.203, -0.477], [6.840, -0.297, -1.395], [6.655, 0.141, -2.701], [5.434, 0.681, -3.086], [3.445, 1.204, -2.466], [3.768, 0.405, -0.148], [5.944, -0.548, 0.541], [7.794, -0.713, -1.093], [7.463, 0.062, -3.419], [5.290, 1.025, -4.104], [7.409, -3.451, 4.995], [6.835, -2.396, 5.694], [6.065, -1.454, 5.024], [5.872, -1.564, 3.652], [6.454, -2.614, 2.951], [7.221, -3.557, 3.622], [8.005, -4.189, 5.519], [6.988, -2.309, 6.764], [5.615, -0.634, 5.571], [5.269, -0.830, 3.130], [6.309, -2.696, 1.879], [7.673, -4.377, 3.076], [6.291, -4.299, -4.437], [6.042, -2.934, -4.519], [5.654, -2.370, -5.728], [5.519, -3.170, -6.856], [5.776, -4.533, -6.776], [6.160, -5.098, -5.566], [6.587, -4.740, -3.492], [6.150, -2.310, -3.640], [5.457, -1.306, -5.791], [5.214, -2.730, -7.799], [5.676, -5.156, -7.657], [6.359, -6.162, -5.503], [9.364, -8.631, 8.237], [8.810, -7.372, 8.434], [8.092, -6.761, 7.414], [7.931, -7.407, 6.193], [8.492, -8.662, 5.994], [9.207, -9.275, 7.015], [9.918, -9.110, 9.035], [8.938, -6.867, 9.384], [7.657, -5.780, 7.569], [7.368, -6.932, 5.398], [8.372, -9.164, 5.040], [9.643, -10.255, 6.860]], "forces_ev_per_angstrom": [[0.335, 0.350, -1.352], [-0.787, -1.298, 0.441], [-0.659, 0.045, -0.383], [1.803, -1.247, -0.308], [0.203, -0.221, -0.235], [1.094, -0.088, 1.827], [-0.180, 1.919, 1.679], [-0.112, 0.973, 1.318], [-2.242, 0.354, -2.361], [-0.915, 0.115, -2.533], [0.353, -0.125, -0.284], [0.128, -0.668, 0.596], [-1.132, 1.234, -1.104], [0.417, 0.406, 0.271], [1.593, -0.584, 0.512], [-1.143, 0.920, -0.709], [0.660, -1.246, 0.283], [0.015, -1.115, 0.355], [0.660, -0.090, 0.992], [-0.179, 0.746, 0.578], [-0.018, -0.350, 0.477], [0.091, -0.036, -0.002], [-0.022, 0.015, -0.011], [0.004, -0.010, 0.037], [-0.008, 0.030, 0.015], [0.017, 0.034, -0.053], [0.003, 0.016, 0.052], [0.038, 0.000, -0.006], [0.020, -0.036, 0.023], [-0.029, -0.012, 0.035], [-0.037, 0.008, -0.002], [-0.036, 0.023, -0.034], [0.060, -0.055, -0.125], [-0.028, 0.015, -0.066], [0.009, -0.016, 0.022], [-0.004, -0.019, -0.018], [0.031, -0.026, 0.046], [-0.005, 0.011, -0.004], [-0.007, 0.003, 0.024], [0.034, 0.026, -0.061], [-0.027, -0.025, -0.029], [0.020, -0.045, -0.001], [0.028, -0.009, 0.030], [0.017, 0.007, 0.054], [-0.023, 0.039, -0.003], [-0.010, -0.018, 0.025], [-0.004, -0.053, -0.001], [0.001, 0.002, -0.016], [-0.003, 0.035, -0.034], [0.012, 0.009, -0.001], [0.015, 0.016, 0.024], [-0.012, -0.024, 0.037], [-0.033, -0.040, 0.002], [-0.008, 0.007, -0.047], [-0.006, 0.030, -0.032], [0.026, 0.046, 0.004], [0.019, 0.011, 0.042], [0.015, -0.036, -0.012], [-0.007, -0.004, 0.009], [-0.008, -0.010, -0.037], [-0.026, -0.005, 0.002], [0.008, 0.060, 0.011], [-0.001, -0.013, 0.033], [0.031, -0.018, 0.020], [0.035, 0.017, -0.030], [0.009, 0.028, -0.038], [-0.037, 0.015, -0.013], [-0.034, 0.007, 0.035], [0.011, -0.003, 0.045], [-0.013, 0.011, -0.013], [-0.013, -0.013, -0.016], [0.002, -0.005, -0.019], [0.054, -0.050, -0.001], [-0.017, 0.029, 0.020], [-0.010, 0.010, 0.021], [0.003, 0.038, -0.030], [-0.014, -0.005, -0.048], [0.019, -0.038, -0.024], [0.021, -0.020, 0.026], [-0.004, -0.014, 0.048], [-0.018, 0.035, 0.022], [-0.004, 0.003, -0.077], [-0.003, -0.027, 0.035], [0.013, -0.047, -0.013], [0.020, -0.002, 0.031], [-0.006, 0.005, 0.011], [-0.002, 0.034, 0.016], [-0.006, 0.024, -0.038], [-0.040, -0.035, -0.040], [0.003, -0.042, 0.017], [0.018, -0.020, 0.034], [-0.002, 0.030, 0.043], [-0.013, 0.044, -0.008], [-0.010, 0.012, -0.039], [-0.007, -0.004, -0.005], [0.017, -0.039, -0.047], [0.032, 0.020, 0.043], [0.000, 0.003, 0.012], [-0.012, 0.032, 0.017], [-0.016, 0.026, -0.036], [-0.014, -0.028, -0.042], [0.002, -0.047, -0.001], [0.015, -0.013, 0.033], [-0.002, 0.022, 0.048], [-0.022, 0.042, 0.005]], "total_charge": 0, "smiles": "C=Cc1c(S)ccc2c1C(=O)NC2=O.c1ccccc1.c1ccccc1.c1ccccc1.c1ccccc1.c1ccccc1.c1ccccc1.c1ccccc1", "energy_ev": -71135.2509, "multiplicity": 1}



2.
{"formula": "C52H50AsN3OP2S4SiTl", "method": "wB97M-V/def2-TZVPD", "elements": ["Tl", "S", "P", "C", "P", "S", "C", "C", "C", "C", "C", "C", "C", "C", "C", "C", "C", "C", "C", "C", "C", "C", "C", "C", "C", "C", "C", "C", "C", "C", "H", "H", "H", "H", "H", "H", "H", "H", "H", "H", "H", "H", "H", "H", "H", "H", "H", "H", "H", "H", "S", "C", "C", "C", "C", "C", "C", "As", "C", "C", "C", "C", "C", "C", "C", "C", "C", "C", "C", "C", "H", "H", "H", "H", "H", "H", "H", "H", "H", "H", "H", "H", "H", "H", "C", "Si", "C", "C", "C", "C", "C", "C", "N", "C", "S", "H", "H", "H", "H", "H", "H", "H", "H", "H", "H", "H", "H", "N", "C", "N", "O", "H", "H", "H", "H"], "xyz": [[0.589, -0.905, -0.560], [3.481, 0.335, 0.650], [2.130, -0.046, 2.045], [0.508, -0.227, 1.476], [-0.789, 0.849, 1.844], [-0.918, 2.636, 0.976], [-0.879, 1.043, 3.670], [-0.889, -0.086, 4.486], [-0.989, 0.041, 5.862], [-1.085, 1.303, 6.436], [-1.078, 2.429, 5.628], [-0.977, 2.300, 4.249], [-2.328, -0.098, 1.537], [-2.335, -1.487, 1.610], [-3.505, -2.196, 1.381], [-4.681, -1.521, 1.089], [-4.682, -0.133, 1.022], [-3.510, 0.574, 1.241], [2.227, 1.221, 3.359], [2.265, 0.913, 4.715], [2.357, 1.926, 5.659], [2.403, 3.252, 5.256], [2.358, 3.566, 3.905], [2.278, 2.554, 2.961], [2.620, -1.557, 2.971], [1.673, -2.503, 3.341], [2.040, -3.616, 4.087], [3.365, -3.792, 4.464], [4.321, -2.858, 4.079], [3.951, -1.748, 3.334], [-0.815, -1.070, 4.040], [-0.995, -0.844, 6.485], [-1.164, 1.406, 7.512], [-1.145, 3.416, 6.070], [-0.971, 3.170, 3.604], [-1.407, -2.014, 1.787], [-3.487, -3.279, 1.399], [-5.591, -2.075, 0.893], [-5.594, 0.398, 0.775], [-3.489, 1.654, 1.159], [2.216, -0.119, 5.040], [2.379, 1.676, 6.713], [2.468, 4.041, 5.995], [2.387, 4.600, 3.584], [2.264, 2.784, 1.905], [0.649, -2.358, 3.019], [1.292, -4.344, 4.375], [3.654, -4.654, 5.053], [5.358, -2.994, 4.366], [4.690, -1.022, 3.015], [2.012, -1.262, -2.577], [1.501, -0.306, -3.974], [1.640, -0.949, -5.211], [1.458, -0.267, -6.399], [1.124, 1.082, -6.379], [0.945, 1.715, -5.162], [1.111, 1.039, -3.952], [0.743, 1.879, -2.229], [2.411, 2.827, -1.919], [2.486, 3.634, -0.787], [3.663, 4.294, -0.472], [4.784, 4.133, -1.276], [4.719, 3.318, -2.396], [3.534, 2.669, -2.721], [-0.382, 3.369, -2.843], [-1.580, 3.077, -3.497], [-2.463, 4.086, -3.847], [-2.170, 5.408, -3.538], [-0.988, 5.707, -2.879], [-0.102, 4.694, -2.532], [1.906, -1.999, -5.218], [1.580, -0.788, -7.341], [0.996, 1.632, -7.303], [0.675, 2.764, -5.147], [1.615, 3.728, -0.146], [3.715, 4.912, 0.416], [5.711, 4.632, -1.020], [5.595, 3.180, -3.018], [3.491, 2.027, -3.593], [-1.824, 2.051, -3.746], [-3.385, 3.838, -4.360], [-2.861, 6.198, -3.805], [-0.750, 6.733, -2.629], [0.817, 4.947, -2.019], [-4.171, -4.856, -1.135], [-3.875, -3.912, -2.727], [-2.685, -4.829, -3.841], [-5.524, -3.801, -3.631], [-3.298, -2.161, -2.388], [-4.065, -1.069, -2.760], [-3.660, 0.236, -2.486], [-2.447, 0.406, -1.858], [-1.666, -0.621, -1.527], [-2.065, -1.892, -1.738], [-0.995, -3.105, -1.144], [-4.441, -5.894, -1.346], [-4.982, -4.401, -0.563], [-3.267, -4.849, -0.525], [-3.059, -5.834, -4.053], [-1.704, -4.909, -3.372], [-2.566, -4.303, -4.791], [-5.891, -4.808, -3.848], [-5.427, -3.273, -4.583], [-6.286, -3.292, -3.037], [-5.015, -1.229, -3.260], [-4.270, 1.091, -2.743], [-2.077, 1.387, -1.573], [4.234, -2.804, -0.279], [3.175, -3.433, 0.284], [3.484, -4.617, 0.943], [2.024, -3.017, 0.233], [5.051, -3.326, -0.535], [4.052, -1.921, -0.734], [4.350, -4.588, 1.459], [2.712, -4.922, 1.514]], "forces_ev_per_angstrom": [[-0.312, -0.253, -0.091], [0.101, 0.111, 0.059], [-0.029, -0.004, -0.026], [0.060, 0.047, 0.069], [-0.027, -0.017, 0.035], [-0.020, -0.020, -0.015], [0.031, -0.023, -0.027], [-0.025, -0.018, -0.006], [-0.042, 0.009, -0.001], [0.002, -0.013, -0.005], [-0.009, -0.013, 0.031], [-0.017, 0.006, -0.004], [0.020, 0.014, -0.028], [0.023, 0.031, 0.000], [-0.043, -0.020, 0.032], [0.027, -0.023, 0.004], [0.020, 0.037, -0.015], [-0.024, 0.025, 0.064], [0.019, 0.014, -0.012], [0.010, -0.010, -0.018], [-0.010, 0.009, 0.017], [0.004, 0.011, -0.007], [0.015, -0.012, -0.004], [0.029, 0.006, 0.017], [-0.013, 0.002, -0.026], [-0.046, 0.032, -0.004], [0.018, -0.016, 0.017], [-0.012, -0.005, 0.000], [0.015, 0.014, 0.011], [-0.002, -0.006, -0.031], [-0.013, 0.020, -0.001], [0.000, -0.003, 0.007], [0.003, 0.000, 0.004], [0.003, 0.003, 0.005], [0.011, -0.004, 0.005], [0.002, -0.017, 0.025], [0.007, 0.026, 0.001], [-0.003, -0.004, 0.004], [-0.001, 0.001, 0.004], [-0.012, -0.001, -0.012], [0.001, 0.023, -0.002], [0.000, -0.001, 0.003], [0.000, -0.002, 0.002], [-0.001, -0.002, -0.001], [-0.011, 0.031, -0.061], [0.032, -0.022, -0.018], [-0.001, -0.002, -0.007], [0.001, -0.003, -0.003], [0.004, -0.002, 0.003], [0.005, -0.008, 0.003], [0.047, -0.014, 0.058], [0.018, -0.056, -0.022], [0.003, 0.001, 0.027], [-0.006, 0.034, -0.003], [0.008, -0.034, -0.038], [-0.062, 0.016, 0.079], [0.016, 0.061, -0.053], [0.030, -0.055, -0.056], [0.010, 0.029, -0.013], [0.016, -0.028, 0.042], [0.014, -0.008, 0.024], [0.009, -0.002, -0.008], [-0.005, 0.008, 0.008], [-0.009, -0.034, 0.003], [-0.052, -0.013, 0.085], [0.077, -0.015, -0.085], [0.002, 0.001, -0.014], [-0.010, 0.004, 0.013], [-0.004, 0.011, -0.006], [0.045, 0.016, -0.021], [0.000, -0.002, 0.003], [-0.001, 0.001, -0.003], [-0.002, 0.003, 0.003], [-0.035, 0.023, 0.009], [0.026, -0.013, 0.055], [-0.006, 0.002, -0.004], [0.001, 0.001, -0.003], [-0.001, -0.002, -0.002], [0.003, 0.005, -0.001], [0.033, 0.061, -0.057], [0.001, -0.002, -0.006], [-0.001, 0.001, 0.000], [0.001, 0.003, 0.002], [-0.049, 0.017, -0.042], [0.032, -0.004, -0.008], [-0.061, -0.022, -0.002], [0.020, -0.003, 0.014], [0.012, 0.007, -0.009], [0.025, -0.016, 0.001], [-0.011, 0.033, 0.020], [-0.003, -0.009, -0.023], [0.004, -0.045, 0.064], [0.006, 0.082, -0.005], [-0.045, 0.056, -0.053], [0.167, 0.068, 0.028], [-0.015, -0.002, -0.008], [0.006, 0.001, 0.004], [-0.011, -0.013, 0.008], [0.002, -0.010, -0.002], [0.003, -0.005, -0.009], [-0.001, 0.006, -0.005], [-0.003, -0.006, 0.001], [-0.009, 0.002, -0.008], [-0.003, 0.002, 0.008], [-0.003, -0.002, -0.005], [-0.006, 0.005, 0.002], [-0.022, -0.057, 0.025], [-0.072, -0.067, -0.071], [0.021, -0.034, 0.020], [-0.005, 0.077, -0.070], [0.082, -0.031, 0.004], [0.016, 0.009, 0.049], [-0.003, 0.028, 0.024], [0.031, -0.004, 0.010], [-0.059, -0.010, 0.025]], "relative_energy_kj_mol": 36.6, "total_charge": -1, "energy_ev": -196589.1116, "multiplicity": 1}